[1]
{
  "formula": "C68H98N10O4",
  "method": "ωB97M-V with the def2-TZVPD basis set",
  "species": ["C", "C", "C", "N", "C", "C", "C", "C", "C", "H", "H", "H", "H", "H", "H", "H", "H", "H", "H", "H", "H", "H", "H", "H", "H", "H", "H", "C", "C", "C", "N", "C", "C", "C", "C", "C", "H", "H", "H", "H", "H", "H", "H", "H", "H", "H", "H", "H", "H", "H", "H", "H", "H", "H", "C", "N", "C", "C", "C", "C", "C", "C", "C", "C", "N", "C", "C", "C", "H", "H", "H", "H", "H", "H", "H", "H", "H", "H", "H", "H", "H", "H", "C", "N", "C", "C", "C", "C", "C", "C", "C", "C", "N", "C", "C", "C", "H", "H", "H", "H", "H", "H", "H", "H", "H", "H", "H", "H", "H", "H", "C", "N", "C", "C", "C", "C", "C", "C", "C", "C", "N", "C", "C", "C", "H", "H", "H", "H", "H", "H", "H", "H", "H", "H", "H", "H", "H", "H", "C", "N", "C", "C", "C", "C", "C", "C", "C", "C", "N", "C", "C", "C", "H", "H", "H", "H", "H", "H", "H", "H", "H", "H", "H", "H", "H", "H", "C", "C", "O", "O", "H", "H", "H", "C", "C", "O", "O", "H", "H", "H"],
  "positions_angstrom": [[4.008, 5.014, -3.104], [5.282, 5.708, -2.601], [6.491, 4.795, -2.708], [7.675, 5.230, -1.850], [8.236, 6.530, -2.307], [7.474, 5.141, -0.345], [8.686, 4.408, 0.224], [8.883, 3.266, -0.775], [8.892, 4.098, -2.009], [4.237, 4.353, -3.890], [3.230, 5.759, -3.361], [3.507, 4.433, -2.257], [5.080, 6.202, -1.631], [5.428, 6.577, -3.311], [6.824, 4.633, -3.736], [6.256, 3.814, -2.270], [9.104, 6.785, -1.702], [7.540, 7.365, -2.262], [8.481, 6.453, -3.386], [7.341, 6.140, 0.071], [6.595, 4.493, -0.190], [9.548, 5.108, 0.289], [8.481, 4.092, 1.261], [9.750, 2.713, -0.614], [8.051, 2.537, -0.775], [9.828, 4.651, -1.967], [8.766, 3.640, -3.015], [-2.097, 9.884, 9.747], [-1.432, 8.717, 9.740], [1.456, 10.386, 6.398], [1.272, 9.192, 5.918], [2.156, 8.144, 6.472], [2.901, 10.363, 4.505], [2.722, 9.346, 3.505], [1.288, 8.546, 3.541], [0.479, 8.858, 4.844], [-1.739, 10.400, 10.716], [-6.065, 6.858, 10.594], [-2.225, 10.557, 8.851], [-0.913, 8.261, 8.829], [-1.703, 8.115, 10.679], [2.165, 10.689, 7.173], [0.625, 11.140, 6.239], [1.592, 7.344, 6.998], [2.689, 8.542, 7.355], [2.821, 7.656, 5.751], [3.821, 10.284, 5.099], [2.226, 11.212, 4.544], [3.572, 8.639, 3.470], [2.608, 9.832, 2.505], [1.603, 7.459, 3.486], [0.775, 8.914, 2.609], [-0.125, 7.950, 5.084], [-0.085, 9.740, 4.539], [1.483, 0.491, -6.086], [2.189, -0.409, -7.013], [3.056, -1.260, -6.498], [3.699, -2.181, -7.335], [3.378, -2.203, -8.701], [2.249, -1.446, -9.119], [1.690, -0.530, -8.268], [4.180, -3.134, -9.599], [3.678, -4.409, -9.936], [4.550, -5.310, -10.508], [5.857, -4.934, -10.719], [6.226, -3.677, -10.523], [5.465, -2.747, -9.897], [6.867, -5.975, -11.128], [2.100, 1.349, -5.865], [1.250, 0.089, -5.098], [0.527, 0.758, -6.533], [3.256, -1.119, -5.432], [4.428, -2.886, -6.836], [1.946, -1.480, -10.168], [0.879, 0.112, -8.445], [2.629, -4.595, -9.936], [4.292, -6.320, -10.805], [7.269, -3.445, -10.834], [5.850, -1.730, -9.738], [7.254, -6.471, -10.232], [7.689, -5.463, -11.624], [6.299, -6.658, -11.770], [-0.478, -3.348, 5.404], [-1.531, -4.047, 6.197], [-1.597, -3.897, 7.525], [-2.629, -4.498, 8.236], [-3.578, -5.260, 7.603], [-3.496, -5.371, 6.202], [-2.486, -4.730, 5.543], [-4.564, -6.067, 8.336], [-5.904, -5.932, 8.001], [-6.792, -6.751, 8.619], [-6.338, -7.736, 9.428], [-5.030, -7.852, 9.786], [-4.124, -6.964, 9.299], [-7.353, -8.731, 9.957], [-0.526, -3.541, 4.330], [0.473, -3.591, 5.795], [-0.663, -2.313, 5.485], [-0.906, -3.326, 8.076], [-2.780, -4.286, 9.288], [-4.209, -5.944, 5.639], [-2.449, -4.691, 4.425], [-6.249, -5.258, 7.261], [-7.848, -6.732, 8.360], [-4.777, -8.631, 10.480], [-3.099, -7.047, 9.558], [-7.106, -9.717, 9.503], [-8.271, -8.393, 9.508], [-7.490, -8.644, 11.034], [-15.859, 2.923, -4.907], [-14.392, 3.341, -4.609], [-14.225, 4.027, -3.479], [-12.976, 4.491, -3.196], [-11.850, 4.213, -3.984], [-12.107, 3.511, -5.169], [-13.369, 3.029, -5.412], [-10.501, 4.633, -3.517], [-9.407, 3.817, -3.885], [-8.141, 4.180, -3.498], [-7.955, 5.272, -2.801], [-8.928, 6.131, -2.515], [-10.276, 5.820, -2.846], [-6.548, 5.505, -2.387], [-16.357, 3.913, -4.924], [-16.071, 2.279, -4.070], [-15.819, 2.481, -5.888], [-15.058, 4.203, -2.818], [-12.913, 5.079, -2.288], [-11.275, 3.261, -5.801], [-13.631, 2.585, -6.375], [-9.523, 2.843, -4.318], [-7.297, 3.681, -3.960], [-8.638, 7.027, -1.995], [-11.093, 6.451, -2.601], [-6.515, 6.151, -1.539], [-6.034, 5.878, -3.254], [-6.204, 4.478, -2.117], [7.426, -9.678, 2.431], [6.146, -9.113, 1.855], [5.005, -9.759, 1.988], [3.848, -9.254, 1.360], [3.875, -8.235, 0.435], [5.116, -7.534, 0.402], [6.197, -8.011, 1.095], [2.599, -7.785, -0.239], [2.153, -6.504, -0.007], [0.914, -6.101, -0.476], [0.229, -6.958, -1.296], [0.764, -8.158, -1.712], [1.916, -8.631, -1.149], [-0.969, -6.468, -2.001], [7.228, -10.580, 3.038], [7.878, -8.902, 2.976], [8.139, -9.937, 1.612], [4.841, -10.619, 2.622], [2.906, -9.824, 1.414], [5.212, -6.658, -0.186], [7.133, -7.492, 1.100], [2.631, -5.782, 0.637], [0.393, -5.146, -0.286], [0.200, -8.719, -2.441], [2.118, -9.618, -1.491], [-1.606, -7.317, -2.305], [-0.718, -5.856, -2.814], [-1.591, -5.906, -1.338], [-3.229, -2.895, 0.771], [-2.026, -3.719, 1.137], [-1.924, -4.247, 2.289], [-0.998, -3.832, 0.373], [-3.567, -2.342, 1.641], [-4.012, -3.602, 0.606], [-2.934, -2.247, -0.012], [5.309, -3.236, 1.063], [2.614, -0.956, -1.046], [2.690, -1.054, -2.314], [2.635, -1.086, 0.198], [6.322, -3.349, 1.407], [5.115, -3.366, -0.023], [4.488, -2.816, 1.640]],
  "forces_ev_per_a": [[-1.265, 0.455, 2.742], [-0.411, 1.831, -1.385], [0.124, -0.537, 1.865], [2.006, -1.446, -0.426], [0.092, 0.354, -0.831], [-0.496, -0.195, -0.003], [-0.224, 0.288, 1.003], [-2.310, 0.894, 0.142], [-0.550, 0.717, -1.729], [-0.019, -0.729, -1.193], [0.619, -0.393, -0.294], [0.845, 0.381, -1.057], [0.497, -0.656, -0.214], [0.108, -0.784, 0.766], [0.053, 0.303, 0.159], [-0.118, 0.069, -0.321], [0.051, -0.106, -0.178], [-0.379, -0.283, 0.420], [0.238, -0.170, 0.728], [-0.229, -0.112, -0.107], [0.138, 0.570, 0.002], [-0.293, -0.651, -0.226], [0.029, 0.039, -0.460], [1.741, -0.729, 0.027], [0.160, 0.396, 0.234], [-0.167, 0.369, -0.467], [0.006, 0.243, 0.822], [2.932, 1.976, 0.208], [-1.177, -1.480, -0.336], [-1.112, 1.967, -1.042], [1.452, -2.376, 4.195], [-0.258, -0.564, 1.398], [1.094, 1.404, 0.718], [-1.337, -0.858, -1.216], [1.784, -0.353, -0.100], [-1.450, -0.782, -3.025], [-2.491, -0.480, -0.858], [0.051, 0.026, -0.025], [0.318, -0.802, 0.963], [-1.408, 0.121, 1.208], [1.845, 0.666, -1.218], [-0.086, -0.803, -0.254], [1.199, -0.805, -0.282], [-0.308, 0.342, -0.834], [0.228, 0.155, -0.883], [-0.108, 0.482, -0.015], [-0.562, 0.715, -0.134], [0.833, 0.415, -0.454], [-0.545, 0.360, 0.067], [0.600, -0.130, 0.550], [-0.862, 1.184, -0.172], [0.062, -0.929, 1.255], [-0.006, 0.974, -0.116], [-0.661, -0.241, 0.568], [-0.391, 0.535, 0.309], [-1.904, 0.196, 0.740], [1.591, -0.932, -0.210], [0.479, -0.143, 1.130], [-0.612, -0.515, 0.131], [0.987, 0.118, -0.794], [1.270, -0.962, 0.434], [-1.417, 0.526, 1.464], [1.055, 0.758, -0.997], [0.896, 0.446, 0.053], [-1.058, -0.947, 0.159], [2.969, -0.087, -0.586], [-0.464, 0.695, -0.174], [-0.764, 0.323, -0.026], [0.081, 0.470, -0.372], [0.241, -0.769, -0.317], [0.228, 0.300, -0.002], [0.097, -0.379, -0.430], [-0.789, 0.943, -0.950], [-0.152, -0.051, 0.420], [-0.820, 0.595, -0.783], [-0.520, -0.388, 0.513], [-0.036, 0.118, 0.087], [-0.858, -0.199, 0.294], [-0.243, -0.653, 0.039], [-0.269, 0.061, -0.167], [-0.158, -0.211, -0.251], [0.708, 0.020, 0.046], [-0.709, -0.313, -0.475], [0.144, 0.314, -0.405], [-1.505, -1.014, 0.269], [0.222, 0.742, 0.354], [0.422, -0.616, -1.389], [-0.166, 0.113, 1.030], [0.055, 0.185, -1.771], [0.061, 0.807, -0.265], [0.739, -0.390, 0.475], [-0.176, -1.222, 0.046], [-0.385, -0.272, 0.812], [-1.472, 0.161, 0.117], [-0.442, 0.173, -0.729], [0.274, 0.246, -1.168], [-0.342, -0.670, 0.174], [0.958, -0.306, 0.431], [-0.103, 1.280, 0.397], [1.078, 0.732, 0.009], [0.535, -0.075, 0.065], [-0.158, -0.121, -0.165], [0.248, -0.128, 0.725], [-0.160, 0.677, -0.466], [0.170, -0.101, 0.376], [-0.057, -0.298, 0.128], [0.710, -0.035, 0.222], [-0.107, 0.558, 0.917], [-0.481, -0.184, -0.049], [0.540, -0.368, -0.057], [2.090, 1.677, 0.064], [-1.406, -0.769, -0.098], [0.629, 0.036, -0.446], [0.853, 0.635, 1.014], [-1.431, 0.047, 0.308], [1.114, -0.189, 1.230], [-0.703, 0.842, -1.144], [0.201, -0.822, -1.200], [-0.183, 0.405, 1.038], [-1.262, -1.366, -2.044], [1.038, 1.455, 0.626], [-2.022, -0.320, 0.164], [2.141, -0.376, 0.001], [-0.345, -1.557, -0.156], [-0.292, -1.002, 0.060], [-0.780, -0.278, -0.144], [-0.476, -0.409, -0.096], [-0.256, -0.011, -0.171], [0.281, -0.104, 0.047], [-0.094, -0.065, -0.522], [0.123, -0.248, 0.478], [-0.214, -0.072, -0.520], [0.199, -0.167, 0.770], [-0.051, 0.157, 0.143], [-0.292, 0.765, 0.229], [0.097, 0.502, 0.423], [0.474, 0.287, -0.097], [0.196, 1.096, -0.062], [-0.276, -0.962, -1.257], [1.266, -1.148, 0.209], [-2.770, 0.477, -0.245], [-0.421, -1.890, -0.565], [0.694, 1.038, 0.690], [-1.087, -0.687, -0.137], [-0.088, 0.658, -0.099], [1.705, -1.126, -0.403], [-1.170, 0.822, 0.398], [-0.736, -0.904, -1.162], [0.849, 0.056, -0.838], [-0.570, 1.282, 1.134], [-0.846, 1.028, 0.252], [-1.158, -1.536, 1.035], [-0.072, 0.709, -0.328], [0.523, 0.871, 1.061], [-0.860, 0.092, 0.433], [0.824, -0.078, 0.086], [0.639, 0.176, 0.511], [0.275, 0.752, -0.365], [0.378, 0.170, -0.154], [0.561, -0.160, 0.113], [0.204, -0.237, 0.361], [-0.112, 0.045, 0.002], [1.072, -0.587, 0.315], [0.618, 0.254, -0.090], [0.551, 0.691, -1.204], [-0.055, 0.594, 0.697], [0.622, -0.570, 1.268], [3.806, -1.098, 1.459], [-1.508, 0.357, 0.303], [-1.749, 0.519, -0.897], [0.186, 0.232, 0.131], [-0.742, -0.255, -0.869], [-0.347, 0.507, -1.076], [-0.868, -0.465, -1.282], [1.088, -2.661, 0.351], [-0.702, 1.189, 7.833], [-0.396, 1.459, -8.221], [0.010, 0.164, 0.239], [0.237, 0.137, 0.777], [0.481, -0.108, 0.084]],
  "gap_ev": 0.9,
  "e_homo_ha": -0.518,
  "total_charge": 8,
  "total_energy_ev": -95096.098
}

[2]
{
  "formula": "C6H8N2",
  "method": "ωB97M-V with the def2-TZVPD basis set",
  "species": ["C", "C", "C", "C", "C", "C", "H", "H", "H", "H", "H", "H", "H", "H", "N", "N"],
  "positions_angstrom": [[1.503, 0.649, -0.122], [0.114, 1.173, -0.325], [-0.678, 0.476, 0.920], [-0.815, -0.078, -1.062], [0.111, -1.280, -0.517], [0.082, -0.822, 0.894], [2.337, 0.707, -0.925], [1.899, 1.152, 0.715], [-0.073, 2.305, -0.451], [-0.922, 0.872, 2.005], [-1.935, -0.992, 0.267], [-1.267, 0.065, -2.093], [0.137, -2.209, -1.176], [-0.099, -1.424, 1.703], [-1.781, 0.116, 0.046], [1.386, -0.710, 0.121]],
  "forces_ev_per_a": [[1.847, 1.753, -3.123], [-1.966, -0.259, 0.357], [0.439, 0.666, 0.234], [1.616, 2.445, 0.304], [0.021, 2.243, -2.209], [2.081, -0.205, -1.078], [-1.707, 0.623, 0.681], [0.732, 0.505, 1.287], [0.175, -2.102, -0.218], [0.563, -0.450, -2.397], [-0.952, 3.415, -0.166], [0.960, -0.648, 1.229], [0.089, 0.974, 1.818], [0.462, -1.738, 1.931], [-1.919, -3.647, -0.181], [-2.442, -3.577, 1.530]],
  "gap_ev": 9.9,
  "e_homo_ha": -0.323,
  "relative_energy_ev": 4.5044,
  "total_energy_ev": -9327.203
}